Here is the molecule C5H8N2 in a non-equilibrium geometry from OMol25. Energies are from ωB97M-V/def2-TZVPD.

Each atom is followed by the atoms it is bonded to, with distances in Å.
CARTESIAN COORDINATES (ANGSTROEM)
1 C -2.045 0.134 0.386  C2 1.500, H8 1.087, H9 1.097, H10 1.094
2 C -0.966 -0.296 -0.563  C1 1.500, N3 1.416, H11 1.124, H12 1.095
3 N 0.315 0.030 -0.057  C2 1.416, C4 1.353, C7 1.361
4 C 1.185 -0.881 0.438  N3 1.353, C5 1.351, H13 1.085
5 C 2.364 -0.235 0.304  C4 1.351, N6 1.365, H14 1.054
6 N 2.268 1.044 -0.163  C5 1.365, C7 1.299
7 C 0.994 1.164 -0.381  N3 1.361, N6 1.299, H15 1.080
8 H -3.005 -0.067 -0.083  C1 1.087
9 H -1.990 -0.476 1.296  C1 1.097
10 H -1.926 1.190 0.643  C1 1.094
11 H -0.900 0.221 -1.559  C2 1.124
12 H -1.056 -1.364 -0.790  C2 1.095
13 H 0.899 -1.884 0.737  C4 1.085
14 H 3.292 -0.657 0.569  C5 1.054
15 H 0.571 2.077 -0.775  C7 1.080

Results
DFT total energy: -304.811279 hartree
HOMO energy: -8.73 eV
Relative energy (zero: lowest compared OMol25 entry of this formula, charge and spin): 63.6 kJ/mol
SMILES string: CCn1ccnc1
Orbital gap: 9.62 eV
LUMO energy: 0.89 eV

=====

Here is the molecule C5H8N2 in a non-equilibrium geometry from OMol25. Energies are from ωB97M-V/def2-TZVPD.

Each atom is followed by the atoms it is bonded to, with distances in Å.
CARTESIAN COORDINATES (ANGSTROEM)
1 C 1.112 -1.232 0.215  C2 1.514, H8 1.096, H9 1.097, H10 1.096
2 C 0.225 -0.018 0.038  C1 1.514, C3 1.536, C6 1.481, N7 1.459
3 C -0.586 -0.031 -1.266  C2 1.536, C4 1.466, H11 1.096, H12 1.095
4 C -1.986 0.379 -1.110  C3 1.466, N5 1.157
5 N -3.092 0.690 -0.972  C4 1.157
6 C -0.275 0.682 1.244  C2 1.481, N7 1.463, H13 1.089, H14 1.087
7 N 0.743 1.300 0.393  C2 1.459, C6 1.463, H15 1.018
8 H 0.512 -2.147 0.270  C1 1.096
9 H 1.812 -1.336 -0.623  C1 1.097
10 H 1.695 -1.158 1.140  C1 1.096
11 H -0.582 -1.036 -1.704  C3 1.096
12 H -0.108 0.643 -1.984  C3 1.095
13 H 0.020 0.285 2.214  C6 1.089
14 H -1.247 1.169 1.225  C6 1.087
15 H 1.665 1.223 0.816  N7 1.018

Results
DFT total energy: -304.786118 hartree
HOMO energy: -9.95 eV
Relative energy (zero: lowest compared OMol25 entry of this formula, charge and spin): 129.6 kJ/mol
SMILES string: C[C@@]1(CC#N)CN1
Orbital gap: 10.74 eV
LUMO energy: 0.79 eV

=====

Here is the molecule C5H8N2 from OMol25. Energies are from ωB97M-V/def2-TZVPD.

Each atom is followed by the atoms it is bonded to, with distances in Å.
CARTESIAN COORDINATES (ANGSTROEM)
1 C -2.143 -0.218 -0.287  C2 1.524, H8 1.084, H9 1.096, H10 1.108
2 C -0.980 0.023 0.669  C1 1.524, C3 1.365, C7 1.448
3 C -0.479 1.253 0.355  C2 1.365, N4 1.363, H11 1.080
4 N 0.842 1.129 0.044  C3 1.363, C5 1.378, H12 1.004
5 C 1.234 -0.174 0.263  N4 1.378, N6 1.408, C7 1.368
6 N 2.565 -0.536 -0.013  C5 1.408, H13 1.013, H14 1.017
7 C 0.156 -0.873 0.733  C2 1.448, C5 1.368, H15 1.088
8 H -2.529 -1.229 -0.231  C1 1.084
9 H -2.946 0.522 -0.198  C1 1.096
10 H -1.722 -0.088 -1.304  C1 1.108
11 H -1.056 2.137 0.124  C3 1.080
12 H 1.392 1.841 -0.402  N4 1.004
13 H 2.696 -1.528 0.150  N6 1.013
14 H 2.780 -0.360 -0.992  N6 1.017
15 H 0.189 -1.899 1.090  C7 1.088

Results
DFT total energy: -304.776618 hartree
HOMO energy: -7.37 eV
Relative energy (zero: lowest compared OMol25 entry of this formula, charge and spin): 154.6 kJ/mol
SMILES string: Cc1c[nH]c(N)c1
Orbital gap: 8.27 eV
LUMO energy: 0.90 eV

=====

Here is the molecule C5H8N2 from OMol25. Energies are from ωB97M-V/def2-TZVPD.

Each atom is followed by the atoms it is bonded to, with distances in Å.
CARTESIAN COORDINATES (ANGSTROEM)
1 C -1.426 -1.357 0.187  N2 1.325, H8 1.075, H9 1.070
2 N -0.330 -0.657 -0.062  C1 1.325, C3 1.434, C6 1.334
3 C 0.980 -1.223 0.084  N2 1.434, C4 1.327, H11 1.080
4 C 1.881 -0.252 0.164  C3 1.327, C5 1.499, H12 1.080
5 C 1.159 1.057 0.049  C4 1.499, C6 1.475, H10 1.100, H13 1.085
6 C -0.219 0.652 -0.289  N2 1.334, C5 1.475, N7 1.400
7 N -1.295 1.515 -0.532  C6 1.400, H14 1.015, H15 1.019
8 H -2.354 -0.817 0.131  C1 1.075
9 H -1.323 -2.412 0.335  C1 1.070
10 H 1.133 1.501 1.055  C5 1.100
11 H 1.080 -2.297 0.152  C3 1.080
12 H 2.939 -0.370 0.345  C4 1.080
13 H 1.567 1.764 -0.666  C5 1.085
14 H -1.926 1.126 -1.226  N7 1.015
15 H -1.867 1.770 0.272  N7 1.019

Results
DFT total energy: -304.728683 hartree
HOMO energy: -6.25 eV
Relative energy (zero: lowest compared OMol25 entry of this formula, charge and spin): 280.4 kJ/mol
Orbital gap: 7.26 eV
LUMO energy: 1.01 eV